DFT (ωB97M-V/def2-TZVPD) results for a 2-piece molecular cluster, CHNO3 overall.

Properties
Orbital gap = 9.31 eV
LUMO = -0.3 eV
Max |F| = 0.0699 hartree/bohr
SMILES string = O=C=O.N=O
M = 75.02 g/mol

The geometry in XYZ format:
```
6
Properties=species:S:1:pos:R:3:lowdin_charge:R:1
C -2.097 -0.634 -0.658 -0.46
N 2.079 0.157 0.667 -0.02
O -2.528 -0.409 0.361 0.23
O -1.573 -0.753 -1.676 0.21
O 1.233 0.792 0.141 -0.07
H 2.885 0.848 1.164 0.10
```

***

DFT (ωB97M-V/def2-TZVPD) results for one molecule with the formula C3H7NO.

Properties
Orbital gap = 9.87 eV
LUMO = 0.9 eV
Max |F| = 0.0810 hartree/bohr
SMILES string = NCCC=O
M = 73.09 g/mol

The geometry in XYZ format:
```
12
Properties=species:S:1:pos:R:3:lowdin_charge:R:1
C -0.178 -0.386 0.703 -0.30
C 0.477 0.797 0.052 -0.15
C 1.395 0.276 -1.016 -0.19
O 1.625 -0.949 -1.175 -0.01
N -1.644 -0.392 0.739 -0.06
H -0.035 -1.306 0.091 0.10
H 0.103 -0.764 1.674 0.11
H -0.340 1.387 -0.286 0.10
H 0.873 1.541 0.654 0.10
H 1.813 1.023 -1.810 0.14
H -1.971 0.120 -0.090 0.05
H -2.118 -1.347 0.464 0.11
```

***

DFT (ωB97M-V/def2-TZVPD) results for C15H31NO3P2Pd as an isolated structure.

Properties
Orbital gap (spin up / spin down) = 5.51 / 2.81 eV
LUMO (spin up / spin down) = -8.0 / -9.9 eV
⟨S²⟩ = 6.151
Total charge = +2
Max |F| = 0.0561 hartree/bohr
Spin multiplicity = 5
M = 441.79 g/mol

The geometry in XYZ format:
```
53
Properties=species:S:1:pos:R:3:lowdin_charge:R:1
P 0.850 -1.709 0.719 0.98
P 0.090 1.514 2.025 0.99
C 1.229 -0.105 -0.072 -0.39
C 1.196 1.243 0.686 -0.32
H 0.480 -0.163 -0.875 -0.01
H 2.210 -0.198 -0.543 0.10
H 2.199 1.420 1.102 0.11
H 1.014 1.989 -0.080 0.09
C -1.436 2.449 1.646 -0.17
H -1.752 2.914 2.610 0.09
H -2.217 1.792 1.218 0.05
H -1.088 3.203 0.933 0.07
C 1.063 2.454 3.159 -0.17
H 0.535 3.385 3.355 0.09
H 2.084 2.645 2.801 0.09
H 1.114 1.894 4.102 0.04
C -0.287 -3.068 0.105 -0.18
H -0.439 -3.779 0.904 0.08
H 0.239 -3.531 -0.733 0.05
H -1.248 -2.625 -0.159 0.01
C 2.549 -2.323 0.789 -0.18
H 3.180 -1.435 0.965 0.07
H 2.643 -2.698 -0.245 0.07
H 2.624 -3.101 1.565 0.08
Pd -1.588 -0.367 -0.741 0.84
C 0.206 1.159 -2.536 -0.07
C -1.125 1.088 -2.036 -0.28
C -2.292 0.647 -2.959 -0.15
C -1.934 -0.704 -3.552 -0.14
C -1.266 -1.449 -2.379 -0.27
C 0.099 -1.797 -2.490 -0.11
C 1.152 -1.078 -3.192 -0.16
C 0.798 0.376 -3.647 -0.15
C -0.558 -0.646 2.375 -0.20
H 0.839 1.977 -2.175 0.12
H -1.387 1.865 -1.275 0.11
H -2.602 1.404 -3.668 0.14
H -3.101 0.505 -2.209 0.12
H -2.845 -1.246 -3.811 0.14
H -1.321 -0.664 -4.447 0.11
H -2.020 -2.084 -1.838 0.13
H 0.385 -2.818 -2.304 0.10
H 1.404 -1.714 -4.072 0.16
H 2.085 -1.051 -2.575 0.13
H 1.782 0.808 -3.953 0.14
H 0.227 0.331 -4.604 0.13
H 0.484 -0.630 2.699 -0.02
H -0.924 -1.721 2.283 0.05
H -1.268 -0.141 3.063 0.04
O -0.803 2.657 5.859 0.02
N -0.532 1.439 6.007 -0.55
O -0.959 0.875 7.026 0.08
O 0.233 0.810 5.175 -0.08
```

***

Results for relative energy (zero: lowest compared OMol25 entry of this formula, charge and spin): 0.237; 2.529; 1.837 (in eV, following the order of the records).